Entry 1:
C28H26F5N4STc | wB97M-V/def2-TZVPD

* HOMO energy (alpha / beta): -10.318 / -11.034 eV
* energy above the lowest of the compared OMol25 structures with the same formula, charge and spin: 5.9 kJ/mol
* frontier orbital gap (alpha / beta): 6.35 / 6.85 eV
* expectation value of S²: 0.769

Geometry as ORCA input:
```
! wB97M-V def2-TZVPD RIJCOSX def2/J DEFGRID3
* xyz 1 2
Tc -0.42604 -0.27563 0.25068
C -0.59475 2.54331 2.97765
C 0.70952 1.81605 2.64782
C 1.25803 2.08871 1.25306
N 0.87395 1.15390 0.17904
C 1.53924 1.33011 -1.03173
C 2.25205 2.47900 -1.30278
C 2.99483 2.87294 -2.43309
C 3.26994 2.18975 -3.58208
C 2.84106 0.88878 -3.90404
C 2.03603 0.04332 -3.20044
C 1.37160 0.20699 -1.95272
N 0.51893 -0.68133 -1.48724
C 0.26979 -2.01539 -2.01146
C 0.99287 -3.07455 -1.15928
C 1.31137 -2.61986 0.26320
N 0.18619 -1.96794 0.95631
C -0.30885 -2.39812 2.16863
C 0.16025 -3.52966 2.80128
C -0.23772 -4.18099 3.98097
C -1.29656 -3.92318 4.80398
C -2.23345 -2.89097 4.64217
C -2.24622 -1.86185 3.74448
C -1.34204 -1.50174 2.70254
N -1.42186 -0.33449 2.08707
C -2.31745 0.70904 2.59591
C -1.84599 2.10574 2.22710
H -0.43305 3.60787 2.78385
H -0.77709 2.46371 4.05336
H 0.65665 0.74322 2.83666
H 1.46410 2.19991 3.33883
H 2.35122 2.06726 1.30381
H 0.96809 3.10635 0.96978
H 2.23263 3.23474 -0.53350
H 3.41663 3.86811 -2.35956
H 3.88591 2.68952 -4.31806
H 3.18505 0.50772 -4.85858
H 1.84310 -0.90374 -3.68529
H 0.52528 -2.12556 -3.06515
H -0.80541 -2.17604 -1.94018
H 1.94309 -3.35226 -1.62024
H 0.37779 -3.97556 -1.13508
H 2.13744 -1.90471 0.24455
H 1.68018 -3.48279 0.80824
H 0.99265 -4.02219 2.32351
H 0.37276 -5.03718 4.24198
H -1.44911 -4.59158 5.64107
H -3.06270 -2.89916 5.33992
H -3.09625 -1.20242 3.83869
H -2.37353 0.65271 3.68577
H -3.32726 0.53874 2.20596
H -2.65777 2.79322 2.47660
H -1.70596 2.18926 1.14763
F -0.37194 2.28976 -5.86059
C -0.87821 1.83094 -4.72467
C -1.46195 0.57335 -4.67964
F -1.52020 -0.16845 -5.78050
C -1.96705 0.09445 -3.48426
F -2.50454 -1.12532 -3.47828
C -1.88669 0.82823 -2.30375
S -2.46343 0.16106 -0.76487
C -1.32039 2.09408 -2.38705
F -1.22461 2.86536 -1.29958
C -0.81245 2.59572 -3.57395
F -0.24771 3.79974 -3.60443
*
```

These are the Mulliken partial charges, in e, on atoms 1 to 4: number 1, Tc, carries -0.314; number 2, C, carries -0.871; number 3, C, carries -1.042; number 4, C, carries -1.112



Entry 2:
C28H26MoN3O8PS2Se2 | wB97M-V/def2-TZVPD

* HOMO energy (alpha / beta): -4.159 / -5.009 eV
* energy above the lowest of the compared OMol25 structures with the same formula, charge and spin: 0.0 kJ/mol
* frontier orbital gap (alpha / beta): 5.82 / 6.44 eV
* expectation value of S²: 0.758

Geometry as ORCA input:
```
! wB97M-V def2-TZVPD RIJCOSX def2/J DEFGRID3
* xyz -1 2
Mo -0.25670 1.16878 0.14857
O -3.72483 -0.65903 1.46574
C -2.76706 0.06783 1.33574
O -1.74983 -0.15153 0.53955
C -2.60376 1.35920 2.07169
C -3.44081 1.87098 3.04310
C -3.04409 3.02166 3.71190
C -1.81536 3.59613 3.41617
C -1.05029 3.02062 2.42086
N -1.46566 1.95620 1.75215
C 0.34030 3.39490 2.02430
O 0.97225 4.27692 2.54772
O 0.78016 2.60782 1.06546
H -4.35909 1.34796 3.26888
H -3.67373 3.44922 4.48107
H -1.43020 4.46054 3.93781
Se 0.35668 2.78793 -3.20201
Se -0.82286 4.29212 -1.01079
C -2.26614 3.14651 -1.35314
C -3.46691 3.61851 -1.89169
C -4.44543 2.72717 -2.26936
C -4.19863 1.36721 -2.12235
C -3.00738 0.97094 -1.55455
N -2.06607 1.83827 -1.14174
C 1.83483 2.21750 -2.17289
C 3.10863 2.47742 -2.68871
C 4.23474 2.14565 -1.96855
C 4.07517 1.55456 -0.72719
C 2.79698 1.29456 -0.28713
N 1.69152 1.60434 -0.98344
H -3.58357 4.68461 -2.02290
H -5.37694 3.08364 -2.69146
H -4.91261 0.61682 -2.42913
H -2.78708 -0.07539 -1.41072
H 3.17742 2.97319 -3.64585
H 5.21950 2.35586 -2.36713
H 4.91523 1.26579 -0.11237
H 2.63244 0.81156 0.66254
C 2.08656 -1.68640 -5.07467
C 0.71070 -1.98030 -4.51400
O 0.75245 -2.70623 -3.27741
P 1.12072 -2.03237 -1.85532
S -0.20154 -0.48820 -1.81032
S 3.01207 -1.70210 -1.60250
O 0.67320 -3.22460 -0.89601
C -0.69857 -3.65253 -0.79461
C -1.16088 -3.53367 0.63771
H 1.97478 -1.22560 -6.05905
H 2.66765 -2.60324 -5.18021
H 2.63626 -1.00413 -4.42875
H 0.14877 -2.62601 -5.19069
H 0.14589 -1.05745 -4.36994
H -0.71915 -4.68851 -1.13916
H -1.32334 -3.05411 -1.45977
H -0.50348 -4.09674 1.30160
H -2.17761 -3.91986 0.73470
H -1.17008 -2.48902 0.94178
O -0.37137 -0.12838 3.12582
C 0.50192 -0.60464 2.42111
O 0.80656 -0.18591 1.21509
C 1.30467 -1.78759 2.88433
C 2.24684 -2.39122 2.06142
C 2.94530 -3.50252 2.51321
C 2.70627 -4.00869 3.78225
C 1.76498 -3.40290 4.60719
C 1.06472 -2.29575 4.15765
H 2.42173 -2.00681 1.06689
H 3.66819 -3.97430 1.85949
H 3.24967 -4.87914 4.13032
H 1.57565 -3.79785 5.59782
H 0.31964 -1.81018 4.77388
*
```

These are the Mulliken partial charges, in e, on atoms 1 to 4: number 1, Mo, carries -0.810; number 2, O, carries -0.740; number 3, C, carries 0.010; number 4, O, carries -0.083



Entry 3:
C28H26N4O5ScTe | wB97M-V/def2-TZVPD

* HOMO energy: -10.649 eV
* energy above the lowest of the compared OMol25 structures with the same formula, charge and spin: 0.0 kJ/mol
* frontier orbital gap: 7.85 eV

Geometry as ORCA input:
```
! wB97M-V def2-TZVPD RIJCOSX def2/J DEFGRID3
* xyz 1 1
Sc 0.57257 -0.05052 0.92496
O -3.40398 2.90234 3.07412
C -2.73621 3.75053 2.28396
C -3.36589 4.95449 1.95539
C -2.73422 5.87799 1.15044
C -1.45563 5.62949 0.64770
C -0.83301 4.44066 0.95826
C -1.45507 3.48161 1.76752
C -0.79433 2.19133 1.99098
O 0.28424 1.91177 1.29598
N -1.32302 1.31719 2.80258
N -0.61272 0.12587 2.73328
C -0.77994 -0.71373 3.69289
C -0.05998 -1.95294 3.81383
C -0.41365 -2.83648 4.84584
C 0.27173 -4.01215 5.04014
C 1.34879 -4.31725 4.20666
C 1.72992 -3.46050 3.19429
C 1.03224 -2.26970 2.97636
O 1.41238 -1.44909 1.99954
H -2.83387 2.12284 3.25242
H -4.35093 5.13889 2.36228
H -3.23363 6.80942 0.91761
H -0.95449 6.36741 0.03660
H 0.16690 4.23464 0.59839
H -1.48937 -0.45446 4.47735
H -1.24343 -2.57593 5.49205
H -0.01315 -4.68788 5.83387
H 1.90058 -5.23572 4.35926
H 2.57435 -3.68771 2.55661
C -3.67238 1.88524 -1.51862
O -3.03820 0.77335 -0.86006
C -1.73556 0.67932 -0.82754
O -1.21696 -0.22160 -0.15071
N -0.98019 1.54185 -1.53162
N 0.40585 1.46057 -1.35493
H -4.73484 1.74088 -1.36149
H -3.46024 1.87417 -2.58812
H -3.36154 2.82399 -1.05628
H -1.38144 2.35197 -1.97658
H 0.73521 2.29744 -0.88471
H 0.87077 1.32881 -2.24574
Te 1.49553 -2.85194 -0.68962
C 1.02833 -3.43746 -2.66533
C -0.19914 -3.09113 -3.22104
C -0.51433 -3.49915 -4.50996
C 0.39534 -4.24740 -5.24338
C 1.61929 -4.59683 -4.68761
C 1.93542 -4.19782 -3.39778
C 2.49328 -1.04580 -1.23154
C 2.60378 -0.69220 -2.57800
C 3.22962 0.48870 -2.94852
C 3.73875 1.36072 -1.98987
C 3.63824 1.02025 -0.65260
C 3.02834 -0.17701 -0.27515
H -0.91079 -2.51273 -2.64435
H -1.47253 -3.23766 -4.93931
H 0.14779 -4.56601 -6.24716
H 2.32502 -5.18839 -5.25538
H 2.88563 -4.48041 -2.96168
H 2.21421 -1.34623 -3.34684
H 3.32624 0.72686 -4.00061
H 4.23139 2.27635 -2.28785
H 4.05381 1.66444 0.11192
H 3.06912 -0.45756 0.77686
*
```

These are the Mulliken partial charges, in e, on atoms 1 to 4: number 1, Sc, carries 0.680; number 2, O, carries -0.651; number 3, C, carries 0.435; number 4, C, carries -0.683



Entry 4:
C28H26N4O5Ti | wB97M-V/def2-TZVPD

* HOMO energy: -14.112 eV
* frontier orbital gap: 6.85 eV

Geometry as ORCA input:
```
! wB97M-V def2-TZVPD RIJCOSX def2/J DEFGRID3
* xyz 2 1
Ti 0.35082 -1.83759 -0.56581
O 1.30598 -5.25543 -2.38178
C 1.33311 -4.23344 -1.77619
O 0.27633 -3.57275 -1.28116
C 2.60349 -3.47659 -1.47537
C 3.85975 -3.96713 -1.73473
C 4.95208 -3.17598 -1.40145
C 4.74438 -1.92625 -0.83280
C 3.45370 -1.49303 -0.61096
N 2.39740 -2.25773 -0.92869
H 3.95910 -4.94723 -2.18075
H 5.95838 -3.53048 -1.58095
H 5.57557 -1.29189 -0.56009
H 3.24278 -0.52749 -0.17069
C 0.59645 4.47109 -0.25924
O 0.01476 4.34556 1.03714
C -1.27463 3.94493 1.15430
C -2.06913 4.64430 2.06287
C -3.38246 4.27798 2.28394
C -3.94263 3.20086 1.59784
C -3.16291 2.49260 0.70716
C -1.83354 2.85310 0.48742
N -1.02430 2.00635 -0.34987
C -0.36663 0.95153 0.13329
N -0.46662 0.68746 1.43758
C -0.07033 -0.49813 2.09169
C 0.18594 -1.68680 1.38910
C 0.65047 -2.82181 2.07033
C 0.82678 -2.77589 3.44319
C 0.52552 -1.61054 4.13128
C 0.06397 -0.47089 3.47795
O -0.15872 0.64638 4.21573
C -1.49397 1.17106 4.28309
N 0.39917 0.16896 -0.65184
C 0.17522 0.12717 -2.06249
C 0.99146 0.76604 -2.99426
C 0.76968 0.57535 -4.34497
C -0.24134 -0.28142 -4.77857
C -1.03920 -0.96123 -3.87422
C -0.82977 -0.74389 -2.52280
O -1.50956 -1.39620 -1.48959
C -2.53336 -2.37172 -1.83969
H 1.36979 5.22873 -0.17284
H -0.14589 4.80378 -0.98829
H 1.05953 3.53676 -0.58437
H -1.62252 5.48692 2.57406
H -3.98049 4.84300 2.98619
H -4.97550 2.92471 1.75642
H -3.56496 1.64491 0.16560
H -0.82471 2.27644 -1.30196
H -0.94034 1.38991 1.99020
H 0.85471 -3.74407 1.53654
H 1.17810 -3.64545 3.98123
H 0.64428 -1.55208 5.20565
H -1.66625 1.47304 5.31246
H -2.22934 0.41454 4.00393
H -1.59904 2.06088 3.65342
H 1.78279 1.41488 -2.63997
H 1.38931 1.08613 -5.06898
H -0.40001 -0.42948 -5.83797
H -1.80785 -1.63837 -4.21850
H -2.91420 -2.74985 -0.89711
H -2.09697 -3.17961 -2.42286
H -3.32367 -1.86493 -2.38780
*
```

These are the Mulliken partial charges, in e, on atoms 1 to 4: number 1, Ti, carries -1.032; number 2, O, carries -0.526; number 3, C, carries 0.449; number 4, O, carries -0.512



In eV, the calculated total energy values for the records above are, in order, -62033.091 -213824.486 -73647.837 -68758.419.